[1]
A structure of composition C33H24IN3PPdSSe2, computed with wB97M-V/def2-TZVPD.

E_tot (eV): -201480.1569
Net charge: -1
Maximum force (eV/Å): 0.54
HOMO level (eV): -3.82
Energy above the lowest of the compared OMol25 structures with the same formula, charge and spin (eV): 0.2790
Multiplicity: 1
Kohn-Sham gap (eV): 6.03
Lowest unoccupied orbital energy (Eh): 0.081

Cartesian coordinates (Å):
Pd1 1.31192 -1.32053 0.05887
I1 1.62937 0.37539 -2.62915
C1 -0.34768 0.55427 -3.28502
C2 -0.57427 0.26727 -4.60328
C3 -1.83833 0.46629 -5.19120
C4 -2.83341 1.01597 -4.44839
C5 -2.63803 1.31936 -3.07749
C6 -3.69062 1.94769 -2.37429
C7 -3.54689 2.25943 -1.06285
C8 -2.37514 1.87409 -0.38217
C9 -1.32623 1.21899 -0.98762
P1 0.00452 0.56575 0.18054
C10 -0.98461 0.46582 1.73344
C11 -0.74876 1.23679 2.86679
C12 -1.49507 1.03964 4.02713
C13 -2.49716 0.08260 4.05968
C14 -2.73701 -0.69721 2.93203
C15 -1.97472 -0.51978 1.79020
C16 1.00206 2.08755 0.42889
C17 2.13185 1.99417 1.24337
C18 3.00200 3.06445 1.37950
C19 2.76281 4.24600 0.68993
C20 1.64994 4.34897 -0.13191
C21 0.77678 3.27529 -0.26459
C22 -1.40191 1.01344 -2.42011
H1 0.24779 -0.09125 -5.21001
H2 -1.99402 0.22297 -6.23544
H3 -3.79654 1.24432 -4.89131
H4 -4.60026 2.19182 -2.91197
H5 -4.33515 2.77121 -0.52307
H6 -2.31874 2.08802 0.67467
H7 0.01910 2.00050 2.84370
H8 -1.29578 1.64575 4.90382
H9 -3.07982 -0.06813 4.96177
H10 -3.50128 -1.46589 2.95595
H11 -2.13513 -1.15514 0.92654
H12 2.35949 1.05299 1.72735
H13 3.89530 2.95493 1.98172
H14 3.45881 5.07280 0.76962
H15 1.46819 5.25962 -0.69143
H16 -0.07599 3.36738 -0.92381
Se1 0.21795 -4.92993 1.10692
Se2 0.08952 -3.11010 2.49553
C23 1.77485 -2.16279 1.94130
C24 2.30023 -1.26058 2.91387
C25 3.65540 -1.11671 2.99840
C26 4.49451 -1.86277 2.14675
C27 3.91457 -2.67067 1.21226
N1 2.57341 -2.85073 1.10482
C28 -0.66654 -4.10679 -0.40603
C29 -2.01936 -4.37679 -0.60910
C30 -2.68587 -3.72432 -1.63186
C31 -1.96714 -2.85956 -2.44045
C32 -0.61795 -2.68762 -2.18043
N2 0.03024 -3.26255 -1.16196
H17 1.62206 -0.73470 3.57520
H18 4.08622 -0.42450 3.71282
H19 5.57013 -1.76547 2.19934
H20 4.51745 -3.22212 0.50082
H21 -2.52328 -5.07695 0.04207
H22 -3.74349 -3.89148 -1.79679
H23 -2.42909 -2.32286 -3.26048
H24 -0.01589 -2.05716 -2.81955
S1 6.01658 1.05053 0.25316
C33 4.61391 0.33934 -0.23787
N3 3.61415 -0.18629 -0.54915

These are the Löwdin partial charges, in e, on atoms 1 to 4: Pd 0.3270; I 1.1283; C -0.6329; C -0.1849

[2]
The ion CHClO2PS with charge -1, computed with wB97M-V/def2-TZVPD.

E_tot (eV): -37797.1472
Net charge: -1
Maximum force (eV/Å): 8.18
HOMO level (eV): -4.81
SMILES: O=[P@@]([O-])(Cl)C=S
Energy above the lowest of the compared OMol25 structures with the same formula, charge and spin (eV): 1.5320
Multiplicity: 1
Kohn-Sham gap (eV): 7.52
Lowest unoccupied orbital energy (Eh): 0.099

Cartesian coordinates (Å):
C1 -0.20242 -0.78345 0.16692
O1 -2.86469 -1.59683 -1.01422
O2 -1.58472 0.86052 -1.41842
P1 -1.80852 -0.27538 -0.50928
S1 0.26790 -2.27290 0.54790
Cl1 -2.59759 0.42614 1.23590
H1 0.50151 0.04582 0.19294

These are the Löwdin partial charges, in e, on atoms 1 to 4: C -0.8526; O -0.6019; O -0.4420; P 0.0460

[3]
A cluster of 15 separate species, H30O14S2 in total, computed with wB97M-V/def2-TZVPD.

E_tot (eV): -50822.8357
Net charge: 0
Maximum force (eV/Å): 1.32
HOMO level (eV): -9.22
Energy above the lowest of the compared OMol25 structures with the same formula, charge and spin (eV): 0.0000
Multiplicity: 1
Kohn-Sham gap (eV): 9.09
Lowest unoccupied orbital energy (Eh): -0.005

Cartesian coordinates (Å):
S1 -0.45329 2.62237 3.59790
S2 0.70705 1.49135 2.36399
H1 -1.66282 2.33600 3.07195
H2 0.85806 2.13427 1.17062
H3 -3.05875 2.15254 1.23506
H4 -2.32057 0.82779 1.29249
O1 -3.05014 1.32078 1.70840
H5 0.66133 -1.50104 2.33370
H6 -0.14658 -2.73260 2.63852
O2 -0.23755 -1.79130 2.52714
H7 4.04510 -3.05525 -0.70781
H8 3.62025 -1.66988 -1.10162
O3 3.26652 -2.50728 -0.78348
H9 -1.40405 2.35950 -2.60270
H10 -1.33374 1.18281 -3.58130
O4 -0.86410 1.60774 -2.85933
H11 1.02170 -0.10425 -5.39470
H12 2.11125 -0.44926 -4.33056
O5 1.53154 0.23824 -4.66181
H13 0.29915 -1.97663 -0.34103
H14 0.80397 -0.76268 -1.02310
O6 0.08754 -1.41689 -1.10295
H15 1.27912 2.53352 -3.03824
H16 2.54027 2.11570 -3.61848
O7 2.21407 2.48258 -2.78596
H17 -2.87299 -2.46718 1.00296
H18 -2.60029 -1.86134 2.46485
O8 -3.27056 -2.15628 1.84830
H19 -0.54538 1.27935 -0.09290
H20 -1.05137 0.07552 -0.74673
O9 -1.39340 0.89088 -0.34318
H21 0.79552 -2.25504 -3.15331
H22 0.04230 -2.24191 -4.39215
O10 0.94553 -2.41011 -4.10039
H23 -2.92654 -2.79534 -0.90022
H24 -1.73920 -2.11822 -0.36506
O11 -2.10988 -3.01010 -0.42637
H25 4.01862 -0.17736 2.47514
H26 3.07931 -1.19689 1.92997
O12 3.08023 -0.39818 2.47415
H27 -4.01264 0.02736 0.09356
H28 -4.68000 -1.33660 0.08559
O13 -4.12968 -0.76256 -0.45048
H29 2.95476 1.38190 -1.65416
H30 3.15221 1.22954 -0.06674
O14 3.09745 0.76588 -0.90353

These are the Löwdin partial charges, in e, on atoms 1 to 4: S 0.2972; S 0.2733; H -0.2209; H -0.1790